No. 1
{"formula": "C24H39CoN5O2SbSe4Si4", "method": "ωB97M-V/def2-TZVPD", "s2": 6.044, "multiplicity": 5, "e_above_lowest_kj_mol": 137.8, "total_energy_ha": -13748.98607, "gap_ev": [7.09, 5.14], "charge": 0, "symbols": ["Co", "C", "Si", "C", "C", "Si", "Si", "C", "C", "C", "Si", "C", "C", "C", "H", "H", "H", "H", "H", "H", "H", "H", "H", "H", "H", "H", "H", "H", "H", "H", "H", "H", "H", "H", "H", "H", "H", "H", "H", "H", "H", "Se", "Sb", "Se", "Se", "Se", "N", "C", "C", "C", "C", "C", "C", "C", "N", "C", "C", "N", "C", "H", "H", "H", "H", "H", "H", "H", "C", "N", "C", "C", "C", "O", "N", "C", "O", "H", "H", "H", "H", "H"], "xyz": [[0.187, 0.586, -0.662], [2.447, -1.021, -2.743], [1.549, -1.356, -1.141], [0.036, -2.404, -1.541], [2.656, -2.532, -0.144], [1.958, 0.301, 0.691], [4.005, 1.462, 0.588], [4.017, 2.530, -0.933], [5.269, 0.088, 0.389], [4.256, 2.380, 2.184], [1.297, -0.506, 2.824], [2.815, -1.352, 3.535], [-0.074, -1.775, 2.690], [0.728, 0.911, 3.887], [2.839, -1.979, -3.114], [3.283, -0.328, -2.625], [1.779, -0.610, -3.500], [0.360, -3.187, -2.242], [-0.781, -1.853, -2.011], [-0.336, -2.908, -0.643], [2.785, -3.436, -0.757], [2.202, -2.840, 0.802], [3.652, -2.132, 0.068], [4.658, 2.088, -1.702], [4.378, 3.533, -0.704], [3.017, 2.627, -1.356], [5.142, -0.421, -0.572], [5.198, -0.656, 1.192], [6.287, 0.508, 0.411], [3.559, 2.079, 2.968], [4.150, 3.452, 2.041], [5.273, 2.193, 2.550], [3.149, -2.172, 2.892], [2.569, -1.782, 4.516], [3.651, -0.657, 3.674], [0.037, -2.408, 1.806], [-1.056, -1.302, 2.648], [-0.048, -2.429, 3.571], [1.557, 1.418, 4.385], [0.031, 0.559, 4.656], [0.201, 1.655, 3.286], [-1.028, 5.848, 1.089], [0.959, 4.460, 1.548], [1.422, 4.550, 3.955], [2.728, 5.983, 0.930], [0.555, 2.359, 0.342], [-8.099, -5.833, 1.072], [-7.390, -4.931, 0.981], [-6.484, -3.806, 0.881], [-5.570, -3.731, -0.165], [-4.672, -2.682, -0.230], [-4.666, -1.716, 0.767], [-5.601, -1.764, 1.794], [-6.511, -2.804, 1.847], [-3.663, -0.712, 0.756], [-3.675, 0.515, 1.403], [-2.444, 1.051, 1.201], [-1.663, 0.175, 0.472], [-2.422, -0.856, 0.219], [-5.564, -4.496, -0.930], [-3.998, -2.598, -1.074], [-5.611, -1.002, 2.562], [-7.240, -2.850, 2.646], [-4.544, 0.922, 1.897], [-2.067, 2.004, 1.531], [-2.121, -1.736, -0.319], [0.783, 3.228, -4.780], [-0.185, 2.275, -4.237], [-1.408, 2.049, -4.838], [-2.317, 1.213, -4.321], [-2.057, 0.553, -3.040], [-2.844, -0.242, -2.524], [-0.852, 0.873, -2.437], [0.090, 1.640, -3.035], [1.200, 1.759, -2.487], [0.626, 3.325, -5.852], [1.786, 2.862, -4.588], [0.676, 4.204, -4.308], [-1.566, 2.578, -5.769], [-3.252, 1.015, -4.825]], "mulliken_charge": [-0.210, -1.239, 0.794, -1.343, -1.185, -0.037, 1.157, -0.742, -1.240, -0.750, 0.852, -1.163, -0.986, -0.939, 0.487, 0.234, 0.242, 0.563, 0.305, 0.172, 0.533, 0.187, 0.267, 0.312, 0.416, 0.004, 0.262, 0.309, 0.455, 0.075, 0.241, 0.378, 0.323, 0.424, 0.297, 0.172, 0.175, 0.522, 0.352, 0.445, 0.031, -0.267, 0.815, -0.278, -0.462, -0.294, -0.497, 0.014, 0.456, -0.858, -0.219, 1.012, -0.533, -0.949, 0.459, -0.641, -1.133, 0.995, -0.525, 0.436, 0.467, 0.355, 0.434, 0.434, 0.466, 0.004, -1.011, 0.276, -0.191, -1.088, 0.501, -0.619, 0.249, -0.157, -0.576, 0.365, 0.291, 0.301, 0.365, 0.448]}

=====

No. 2
{"formula": "C24H39F9O30S6", "method": "ωB97M-V/def2-TZVPD", "e_above_lowest_kj_mol": 111.0, "smiles": "CCOC(=O)C(F)(F)F.CCOC(=O)C(F)(F)F.CCOC(=O)C(F)(F)F.O=S1(=O)OCCO1.O=S1(=O)OCCO1.O=S1(=O)OCCO1.O=S1(=O)OCCO1.O=S1(=O)OCCO1.O=S1(=O)OCCO1", "total_energy_ha": -6482.89156, "gap_ev": 11.14, "charge": 0, "symbols": ["C", "C", "O", "C", "O", "C", "F", "F", "F", "H", "H", "H", "H", "H", "C", "C", "O", "C", "O", "C", "F", "F", "F", "H", "H", "H", "H", "H", "C", "C", "O", "C", "O", "C", "F", "F", "F", "H", "H", "H", "H", "H", "O", "S", "O", "O", "C", "C", "O", "H", "H", "H", "H", "O", "S", "O", "O", "C", "C", "O", "H", "H", "H", "H", "O", "S", "O", "O", "C", "C", "O", "H", "H", "H", "H", "O", "S", "O", "O", "C", "C", "O", "H", "H", "H", "H", "O", "S", "O", "O", "C", "C", "O", "H", "H", "H", "H", "O", "S", "O", "O", "C", "C", "O", "H", "H", "H", "H"], "xyz": [[-10.886, 10.037, -9.240], [-10.937, 8.713, -8.492], [-12.225, 8.146, -8.594], [-12.543, 6.977, -8.071], [-11.814, 6.303, -7.399], [-14.028, 6.702, -8.215], [-14.526, 7.149, -9.359], [-14.227, 5.397, -8.146], [-14.716, 7.319, -7.238], [-11.516, 10.833, -8.836], [-11.245, 9.898, -10.261], [-9.907, 10.516, -9.243], [-10.715, 8.931, -7.445], [-10.160, 8.050, -8.874], [-4.007, 11.988, -13.667], [-3.308, 11.643, -14.968], [-4.180, 12.023, -16.049], [-3.887, 13.131, -16.742], [-2.909, 13.790, -16.616], [-5.027, 13.545, -17.684], [-4.577, 13.838, -18.898], [-5.999, 12.629, -17.785], [-5.633, 14.628, -17.190], [-4.974, 11.495, -13.578], [-4.150, 13.053, -13.478], [-3.407, 11.547, -12.867], [-3.310, 10.554, -14.944], [-2.299, 12.044, -15.017], [-9.671, 7.152, -3.735], [-9.326, 7.110, -5.208], [-7.949, 7.463, -5.298], [-7.311, 7.293, -6.450], [-7.863, 6.854, -7.423], [-5.792, 7.541, -6.342], [-5.252, 7.244, -7.521], [-5.573, 8.838, -6.116], [-5.283, 6.830, -5.353], [-9.603, 8.184, -3.386], [-9.174, 6.413, -3.112], [-10.741, 6.981, -3.580], [-9.967, 7.853, -5.684], [-9.585, 6.146, -5.643], [-2.243, 11.605, -8.891], [-3.299, 11.258, -8.000], [-3.413, 9.899, -7.553], [-3.402, 12.269, -6.697], [-4.756, 12.502, -6.324], [-5.630, 11.794, -7.326], [-4.790, 11.674, -8.468], [-4.876, 12.132, -5.301], [-4.897, 13.571, -6.150], [-6.537, 12.315, -7.618], [-5.892, 10.796, -6.982], [-5.648, 10.266, -11.365], [-6.625, 9.554, -10.603], [-7.101, 10.171, -9.401], [-7.907, 9.164, -11.565], [-7.952, 7.767, -11.943], [-7.168, 7.095, -10.785], [-6.143, 7.997, -10.435], [-8.972, 7.387, -11.952], [-7.574, 7.673, -12.959], [-6.796, 6.091, -10.976], [-7.830, 7.083, -9.914], [-6.070, 9.739, -14.890], [-6.549, 8.633, -15.659], [-5.830, 7.386, -15.622], [-8.130, 8.411, -15.344], [-8.995, 9.098, -16.281], [-8.167, 9.088, -17.580], [-6.801, 9.104, -17.192], [-9.837, 8.412, -16.299], [-9.261, 10.074, -15.878], [-8.236, 10.005, -18.164], [-8.425, 8.200, -18.156], [-4.881, 2.559, -11.806], [-5.310, 3.622, -10.948], [-6.673, 4.070, -11.010], [-4.872, 3.331, -9.393], [-4.545, 4.548, -8.757], [-4.028, 5.497, -9.798], [-4.346, 4.964, -11.089], [-5.461, 4.903, -8.277], [-3.861, 4.381, -7.927], [-2.960, 5.702, -9.773], [-4.571, 6.443, -9.768], [-10.089, 15.464, -13.161], [-8.786, 14.870, -13.195], [-7.699, 15.504, -12.533], [-8.930, 13.352, -12.644], [-7.973, 12.513, -13.284], [-7.412, 13.292, -14.508], [-8.342, 14.369, -14.680], [-7.164, 12.492, -12.549], [-8.282, 11.489, -13.477], [-7.381, 12.673, -15.402], [-6.425, 13.721, -14.349], [-8.515, 2.097, -10.896], [-9.808, 2.678, -10.769], [-10.902, 2.352, -11.639], [-10.307, 2.457, -9.258], [-10.465, 3.698, -8.580], [-9.469, 4.638, -9.265], [-9.644, 4.295, -10.616], [-11.498, 4.043, -8.538], [-10.200, 3.549, -7.532], [-8.441, 4.505, -8.927], [-9.796, 5.674, -9.184]], "mulliken_charge": [-1.524, 1.121, -0.244, 0.382, -0.456, 0.901, -0.250, -0.225, -0.256, 0.466, 0.380, 0.239, -0.130, -0.364, -0.682, -0.540, -0.128, 0.342, -0.527, 0.872, -0.257, -0.214, -0.264, -0.001, 0.384, 0.390, 0.271, 0.434, -1.583, 0.514, -0.306, 0.064, -0.116, 0.771, -0.039, -0.261, -0.279, 0.362, 0.378, 0.430, -0.090, 0.116, -0.550, 1.046, -0.477, -0.362, -0.378, 0.179, -0.176, 0.277, 0.268, 0.493, -0.264, -0.390, 1.065, -0.496, -0.168, -0.215, 0.726, -0.294, 0.374, -0.034, -0.231, -0.370, -0.271, 1.013, -0.603, -0.278, -0.209, -0.343, -0.358, 0.297, 0.175, 0.319, 0.263, -0.597, 0.909, -0.353, -0.432, 0.242, 0.182, -0.367, -0.183, 0.361, 0.314, -0.128, -0.562, 1.039, -0.545, -0.356, 0.223, 0.140, -0.407, -0.040, 0.207, 0.096, 0.118, -0.491, 1.046, -0.570, -0.388, -0.119, 1.225, -0.272, 0.323, 0.241, -0.185, -0.778]}

=====

No. 3
{"formula": "C24H39N4O9P2V", "method": "ωB97M-V/def2-TZVPD", "s2": 3.767, "multiplicity": 4, "total_energy_ha": -3460.74215, "gap_ev": [8.34, 8.59], "charge": 1, "symbols": ["V", "C", "C", "C", "O", "P", "O", "C", "P", "O", "O", "C", "C", "C", "O", "C", "C", "C", "O", "C", "C", "C", "H", "H", "H", "H", "H", "H", "H", "H", "H", "H", "H", "H", "H", "H", "H", "H", "H", "H", "H", "H", "H", "H", "H", "H", "H", "H", "H", "H", "H", "H", "O", "N", "O", "O", "C", "C", "N", "C", "C", "C", "C", "C", "C", "C", "C", "N", "C", "N", "H", "H", "H", "H", "H", "H", "H", "H", "H"], "xyz": [[-0.418, 0.159, 0.441], [-0.578, -3.963, 2.518], [0.763, -3.392, 2.104], [1.603, -2.964, 3.290], [0.573, -2.192, 1.262], [1.010, -2.181, -0.251], [1.028, -0.754, -0.701], [-0.113, -3.267, -1.156], [-1.684, -2.357, -1.417], [-1.760, -1.200, -0.479], [-1.751, -1.992, -2.939], [-1.089, -0.804, -3.484], [-2.138, 0.282, -3.646], [-0.436, -1.216, -4.788], [-2.851, -3.376, -1.265], [-3.582, -3.481, 0.016], [-3.855, -4.953, 0.238], [-4.836, -2.637, -0.073], [2.367, -2.944, -0.412], [3.663, -2.382, -0.009], [4.460, -3.527, 0.582], [4.317, -1.775, -1.235], [-0.416, -4.796, 3.200], [-1.139, -4.328, 1.655], [-1.167, -3.202, 3.020], [1.308, -4.127, 1.504], [1.054, -2.232, 3.883], [2.540, -2.514, 2.960], [1.828, -3.830, 3.911], [-0.292, -4.165, -0.563], [0.327, -3.566, -2.107], [-0.324, -0.477, -2.777], [-2.968, -0.099, -4.241], [-1.712, 1.147, -4.153], [-2.516, 0.589, -2.670], [-1.184, -1.634, -5.461], [0.335, -1.966, -4.612], [0.022, -0.348, -5.259], [-2.947, -3.081, 0.810], [-4.518, -5.331, -0.540], [-4.330, -5.095, 1.208], [-2.929, -5.528, 0.210], [-5.467, -2.982, -0.892], [-4.572, -1.592, -0.234], [-5.388, -2.715, 0.863], [3.480, -1.604, 0.737], [4.568, -4.312, -0.167], [3.956, -3.943, 1.454], [5.450, -3.182, 0.877], [4.454, -2.541, -1.999], [5.291, -1.365, -0.968], [3.695, -0.975, -1.638], [-2.005, 0.828, 1.388], [-1.345, 0.009, 2.120], [-1.843, -1.017, 2.583], [-0.122, 0.360, 2.376], [-0.087, 3.890, -1.470], [0.060, 2.558, -1.146], [0.017, 2.109, 0.119], [-0.146, 3.014, 1.091], [-0.320, 4.376, 0.862], [-0.302, 4.815, -0.460], [-0.639, 5.246, 2.008], [-0.183, 6.460, 2.313], [0.868, 7.253, 1.657], [1.906, 6.722, 0.893], [2.825, 7.618, 0.371], [2.747, 8.925, 0.587], [1.737, 9.335, 1.347], [0.805, 8.568, 1.889], [-0.059, 4.203, -2.504], [0.214, 1.813, -1.919], [-0.137, 2.640, 2.104], [-0.464, 5.859, -0.692], [-1.383, 4.817, 2.673], [-0.621, 6.976, 3.159], [2.009, 5.659, 0.735], [3.658, 7.281, -0.236], [1.676, 10.398, 1.547]], "mulliken_charge": [0.203, -1.064, 0.550, -1.624, 0.135, 0.391, -0.777, -0.786, 0.627, -0.020, -0.501, 1.480, -1.506, -1.528, -0.410, 1.447, -1.533, -1.536, -0.147, 0.799, -1.487, -1.441, 0.501, 0.044, 0.215, 0.506, 0.358, 0.339, 0.427, 0.593, 0.628, -0.303, 0.399, 0.417, 0.283, 0.353, 0.344, 0.418, -0.350, 0.397, 0.401, 0.333, 0.373, 0.323, 0.413, 0.296, 0.347, 0.335, 0.420, 0.329, 0.445, 0.267, -0.565, 1.481, -0.642, -0.584, -1.202, -0.230, -0.043, -0.286, -0.309, 0.159, -0.666, -0.473, 0.635, -0.408, -0.320, -0.561, -0.112, -0.564, 0.432, 0.581, 0.778, 0.611, 0.487, 0.380, 0.495, 0.401, 0.404]}

=====

No. 4
{"formula": "C24H40F4N2O5", "method": "ωB97M-V/def2-TZVPD", "smiles": "COCCCCCCCC[C@H](C#N)[C@@](F)(C#N)CCC(F)(F)F.CCOC(C)=O.CCOC(C)=O", "total_energy_ha": -1823.46060, "gap_ev": 9.26, "charge": 0, "symbols": ["C", "O", "C", "C", "C", "C", "C", "C", "C", "C", "C", "C", "N", "C", "F", "C", "N", "C", "C", "C", "F", "F", "F", "H", "H", "H", "H", "H", "H", "H", "H", "H", "H", "H", "H", "H", "H", "H", "H", "H", "H", "H", "H", "H", "H", "H", "H", "C", "C", "O", "C", "C", "O", "H", "H", "H", "H", "H", "H", "H", "H", "C", "C", "O", "C", "C", "O", "H", "H", "H", "H", "H", "H", "H", "H"], "xyz": [[3.668, -0.171, 1.973], [2.790, -0.439, 0.831], [2.779, 0.822, 0.073], [1.349, 1.600, 0.214], [0.475, 1.502, -1.164], [0.558, 2.838, -2.050], [-0.477, 3.996, -1.641], [-1.921, 3.482, -1.159], [-1.891, 3.441, 0.469], [-2.424, 2.002, 1.031], [-3.083, 2.203, 2.495], [-1.916, 2.020, 3.598], [-1.054, 1.991, 4.429], [-4.144, 0.982, 2.734], [-3.612, -0.185, 2.091], [-4.200, 0.626, 4.314], [-4.176, 0.527, 5.509], [-5.633, 1.375, 2.283], [-6.023, 0.860, 0.807], [-6.381, -0.696, 0.756], [-5.377, -1.357, -0.036], [-7.646, -0.969, 0.142], [-6.348, -1.347, 2.027], [4.776, -0.084, 1.666], [3.347, 0.840, 2.441], [3.545, -0.974, 2.784], [3.657, 1.505, 0.378], [3.000, 0.520, -1.020], [1.618, 2.702, 0.454], [0.811, 1.079, 1.080], [-0.579, 1.112, -0.968], [1.005, 0.675, -1.780], [0.532, 2.558, -3.171], [1.619, 3.276, -1.875], [-0.661, 4.622, -2.601], [-0.060, 4.750, -0.874], [-2.212, 2.449, -1.579], [-2.739, 4.210, -1.495], [-2.482, 4.320, 0.933], [-0.796, 3.575, 0.814], [-1.559, 1.252, 1.111], [-3.163, 1.625, 0.245], [-3.574, 3.234, 2.624], [-5.737, 2.519, 2.266], [-6.430, 0.990, 3.027], [-5.216, 1.058, 0.022], [-6.946, 1.468, 0.465], [-2.592, -4.918, -0.360], [-2.913, -3.471, -0.672], [-1.862, -2.861, -1.437], [-1.791, -2.887, -2.782], [-2.648, -3.873, -3.527], [-0.995, -2.186, -3.364], [-2.521, -5.518, -1.270], [-3.362, -5.353, 0.281], [-1.627, -4.994, 0.147], [-3.881, -3.355, -1.165], [-2.976, -2.908, 0.263], [-2.144, -4.839, -3.564], [-2.787, -3.508, -4.546], [-3.646, -3.981, -3.105], [9.489, -1.723, -0.755], [8.413, -1.818, 0.308], [7.615, -0.625, 0.343], [6.518, -0.426, -0.412], [6.285, -1.328, -1.592], [5.784, 0.509, -0.186], [9.058, -1.643, -1.755], [10.135, -2.604, -0.727], [10.102, -0.832, -0.600], [7.791, -2.708, 0.194], [8.886, -1.897, 1.290], [6.843, -0.954, -2.452], [5.219, -1.314, -1.831], [6.539, -2.368, -1.397]], "mulliken_charge": [-0.499, -0.294, -0.575, -0.175, -0.176, -0.803, -0.778, -0.652, -0.427, -0.223, 0.177, -0.052, -0.529, 1.178, -0.304, -0.322, -0.489, -0.957, -0.734, 0.869, -0.244, -0.283, -0.270, 0.087, 0.283, 0.237, 0.320, 0.129, 0.290, 0.118, 0.052, 0.448, 0.340, 0.259, 0.339, 0.367, 0.352, 0.397, 0.419, 0.211, 0.034, -0.165, 0.623, 0.440, 0.401, 0.209, 0.374, -1.123, -0.020, -0.339, 0.797, -1.012, -0.568, 0.286, 0.371, 0.299, 0.294, 0.128, 0.275, 0.294, 0.335, -0.972, -0.381, -0.358, 0.821, -1.043, -0.527, 0.274, 0.359, 0.292, 0.341, 0.307, 0.301, 0.235, 0.331]}

=====

| no. | M (g mol⁻¹) |
| --- | --- |
| 1 | 1038.5 |
| 2 | 1170.9 |
| 3 | 640.5 |
| 4 | 512.6 |